1.
C5H8N2 | ωB97M-V with the def2-TZVPD basis set

Its HOMO energy is -8.55 eV. Its total energy is -304.658220 Eh. The orbital gap is 9.0 eV. The value obtained for the energy above the lowest of the compared OMol25 structures with the same formula, charge and spin is 465.4 kJ/mol.

ORCA input file:
```
! RIJCOSX wB97M-V def2-TZVPD def2/J DEFGRID3
* xyz 0 1
H 0.270 0.555 -3.058
H -0.580 -0.973 2.740
H -0.929 -0.681 -2.676
H 1.836 -0.757 1.631
N 0.225 0.578 1.134
H -1.312 1.031 -2.405
H 0.266 1.220 1.932
H 1.630 -1.383 -1.057
C 1.192 -0.374 0.849
N -0.477 0.946 0.010
C -0.519 0.281 -2.349
H -1.783 -0.048 2.018
C -0.907 0.069 2.658
C 0.014 0.196 -0.951
C 1.073 -0.659 -0.476
*
```


2.
C5H8N2 | ωB97M-V with the def2-TZVPD basis set

The SMILES is C[C@H]1CN[C@H]1C#N. Its HOMO energy is -9.56 eV. Its total energy is -304.782863 Eh. The orbital gap is 10.4 eV. The value obtained for the energy above the lowest of the compared OMol25 structures with the same formula, charge and spin is 138.2 kJ/mol.

ORCA input file:
```
! RIJCOSX wB97M-V def2-TZVPD def2/J DEFGRID3
* xyz 0 1
H 0.479 -0.002 2.359
H -1.223 0.953 0.899
C 0.541 -0.324 1.313
C -1.458 -0.823 -0.279
H -2.121 -1.245 0.484
N 1.572 0.433 0.569
N 1.014 0.640 -2.929
H -0.885 -1.653 -0.708
H 0.650 -1.416 1.267
C -0.581 0.221 0.398
C 0.780 0.732 -1.798
H 0.483 2.057 -0.264
C 0.560 0.968 -0.364
H -2.090 -0.403 -1.068
H 2.280 -0.137 0.120
*
```


3.
C5H8N2 | ωB97M-V with the def2-TZVPD basis set

Its HOMO energy is -10.61 eV. Its total energy is -304.721553 Eh. The orbital gap is 11.3 eV. The value obtained for the energy above the lowest of the compared OMol25 structures with the same formula, charge and spin is 299.2 kJ/mol.

ORCA input file:
```
! RIJCOSX wB97M-V def2-TZVPD def2/J DEFGRID3
* xyz 0 1
H 1.156 1.890 1.480
N -0.171 0.404 0.732
C 0.593 -0.241 -0.096
C 0.540 -1.744 -0.316
H -2.442 -0.266 0.173
C 0.656 1.620 0.495
H 0.570 -2.214 -1.213
H 0.172 2.588 0.047
C 1.594 0.820 -0.462
H 1.476 -2.223 0.255
H 1.546 1.310 -1.515
N -4.534 -0.344 0.234
H 2.656 0.592 -0.174
C -3.446 -0.136 0.061
H -0.366 -2.053 0.298
*
```


4.
C5H8N2 | ωB97M-V with the def2-TZVPD basis set

Its HOMO energy (spin up / spin down) is -8.59 / -7.57 eV. Its total energy is -304.621701 Eh. The orbital gap (spin up / spin down) is 8.7 / 7.2 eV. The value obtained for the energy above the lowest of the compared OMol25 structures with the same formula, charge and spin is 561.3 kJ/mol.

ORCA input file:
```
! RIJCOSX wB97M-V def2-TZVPD def2/J DEFGRID3
* xyz 0 1
C 0.699 0.269 -0.616
C -0.496 -0.455 -0.087
H -2.465 0.445 -0.488
H -1.002 1.591 -2.038
H 1.409 -0.183 -1.300
N -0.315 2.258 -1.687
N 0.605 -0.161 0.793
H 2.537 -0.788 1.219
H -2.368 -0.668 0.865
H -1.690 0.958 1.059
C 1.573 -1.248 0.981
H 1.242 -1.867 1.816
H 1.683 -1.881 0.085
C 0.406 1.603 -0.947
C -1.819 0.128 0.344
*
```


5.
C5H8N2 | ωB97M-V with the def2-TZVPD basis set

The SMILES is Cn1ccc(N)c1. Its HOMO energy is -7.91 eV. Its total energy is -304.812179 Eh. The orbital gap is 8.9 eV. The value obtained for the energy above the lowest of the compared OMol25 structures with the same formula, charge and spin is 61.2 kJ/mol.

ORCA input file:
```
! RIJCOSX wB97M-V def2-TZVPD def2/J DEFGRID3
* xyz 0 1
H -1.090 2.008 0.822
H -2.639 -0.763 0.005
N 2.385 -0.180 -1.303
H -2.498 0.120 1.552
C -2.008 -0.600 0.892
H 1.424 2.268 -0.288
H 0.229 -1.882 -0.144
C 0.858 1.372 -0.073
C 1.281 0.066 -0.435
H -1.889 -1.552 1.421
H 2.708 -1.136 -1.208
C -0.390 1.253 0.484
H 2.030 -0.085 -2.260
C 0.309 -0.811 -0.007
N -0.711 -0.077 0.541
*
```


6.
C5H8N2 | ωB97M-V with the def2-TZVPD basis set

Its HOMO energy is -8.37 eV. Its total energy is -304.655406 Eh. The orbital gap is 9.2 eV. The value obtained for the energy above the lowest of the compared OMol25 structures with the same formula, charge and spin is 472.8 kJ/mol.

ORCA input file:
```
! RIJCOSX wB97M-V def2-TZVPD def2/J DEFGRID3
* xyz 0 1
H 2.167 -1.283 0.870
C -2.767 0.827 -0.254
C 0.487 0.371 -0.316
N -3.668 -1.306 0.802
C -3.091 -0.455 0.267
H 2.585 -1.841 -0.953
H -2.503 2.967 -0.093
H -1.961 1.876 1.398
N 0.801 -0.872 -0.658
H 1.607 -2.847 0.167
H -3.198 1.018 -1.200
H 0.559 -1.169 -1.590
C 1.884 -1.710 -0.149
C -2.431 1.909 0.385
H 1.245 0.708 0.507
*
```


7.
C5H8N2 | ωB97M-V with the def2-TZVPD basis set

The SMILES is C1=NC[C@H]2C[C@@H]2N1. Its HOMO energy is -8.93 eV. Its total energy is -304.650099 Eh. The orbital gap is 10.0 eV. The value obtained for the energy above the lowest of the compared OMol25 structures with the same formula, charge and spin is 486.8 kJ/mol.

ORCA input file:
```
! RIJCOSX wB97M-V def2-TZVPD def2/J DEFGRID3
* xyz 0 1
C -0.260 -0.308 0.975
C -1.252 0.708 -0.742
H -2.425 -0.269 0.846
C 0.732 -0.444 -0.215
H 0.212 0.440 1.708
C 1.094 1.059 -0.650
H 0.159 -0.729 -1.087
H 1.516 -1.588 1.589
H 0.231 -2.502 0.624
H -2.287 1.100 -1.172
N -0.213 1.388 -1.162
H 1.614 1.177 -1.661
H 1.602 1.875 -0.147
C 0.794 -1.513 0.854
N -1.517 -0.395 0.239
*
```


8.
C5H8N2 | ωB97M-V with the def2-TZVPD basis set

The SMILES is Cc1cnn(C)c1. Its HOMO energy is -8.99 eV. Its total energy is -304.801604 Eh. The orbital gap is 10.0 eV. The value obtained for the energy above the lowest of the compared OMol25 structures with the same formula, charge and spin is 89.0 kJ/mol.

ORCA input file:
```
! RIJCOSX wB97M-V def2-TZVPD def2/J DEFGRID3
* xyz 0 1
H -0.230 -1.269 -2.988
H -0.714 0.345 -2.400
H 0.993 0.045 -2.763
H -0.130 2.057 1.811
N 0.279 -0.801 -1.012
C -0.876 -0.971 0.755
C 0.077 -0.413 -2.389
N -0.752 -1.477 -0.454
H 1.586 0.788 -0.479
H -0.634 0.758 2.906
C 0.768 0.150 -0.163
H -1.595 -1.370 1.461
H 1.088 1.045 2.588
C 0.045 0.081 0.991
C 0.095 1.032 2.136
*
```


9.
C5H8N2 | ωB97M-V with the def2-TZVPD basis set

Its HOMO energy is -9.09 eV. Its total energy is -304.695043 Eh. The orbital gap is 10.1 eV. The value obtained for the energy above the lowest of the compared OMol25 structures with the same formula, charge and spin is 368.8 kJ/mol.

ORCA input file:
```
! RIJCOSX wB97M-V def2-TZVPD def2/J DEFGRID3
* xyz 0 1
C -0.236 0.346 1.219
H -0.167 2.347 -0.468
H -0.354 1.404 1.317
H -0.210 -0.278 2.165
H 1.737 0.601 0.064
C -0.171 1.301 -0.697
C 0.634 -1.049 -0.626
H -0.086 1.124 -1.710
H -2.244 0.094 0.378
C 0.727 0.363 -0.060
N 1.457 -2.027 -0.520
H 2.290 -1.636 -0.285
H -1.379 -1.765 -0.224
C -1.165 0.247 0.102
N -0.834 -1.071 -0.655
*
```


10.
C5H8N2 | ωB97M-V with the def2-TZVPD basis set

Its HOMO energy is -8.18 eV. Its total energy is -304.714027 Eh. The orbital gap is 8.2 eV. The value obtained for the energy above the lowest of the compared OMol25 structures with the same formula, charge and spin is 318.9 kJ/mol.

ORCA input file:
```
! RIJCOSX wB97M-V def2-TZVPD def2/J DEFGRID3
* xyz 0 1
H -0.149 -1.849 -0.843
C -0.156 -0.966 -0.217
H 2.622 -1.709 -0.029
C -1.191 -0.142 0.078
H 0.170 1.572 -1.802
N -2.503 -0.183 -0.323
C -0.770 0.984 0.989
C 1.013 -0.442 0.474
H 3.036 -0.293 1.084
H -2.708 -0.657 -1.189
C 2.287 -0.833 0.513
N 0.517 0.717 1.150
H -0.300 2.144 -1.879
H -2.996 0.692 -0.204
H 1.134 1.319 1.677
*
```


11.
C5H8N2 | ωB97M-V with the def2-TZVPD basis set

Its HOMO energy (spin up / spin down) is -7.16 / -7.16 eV. Its total energy is -304.677398 Eh. The orbital gap (spin up / spin down) is 7.4 / 7.4 eV. The value obtained for the energy above the lowest of the compared OMol25 structures with the same formula, charge and spin is 415.1 kJ/mol.

ORCA input file:
```
! RIJCOSX wB97M-V def2-TZVPD def2/J DEFGRID3
* xyz 0 1
H -2.269 0.684 -0.351
H -0.556 -2.178 0.446
H 1.399 0.730 -1.470
H -1.321 2.154 -0.656
C -0.154 0.528 0.031
C 1.309 -1.210 -0.232
C -0.281 -0.204 1.303
H -1.283 -0.243 1.733
H -1.233 0.810 -1.795
C 1.225 0.439 -0.436
N -0.069 -1.286 0.331
N 2.092 -2.088 -0.466
C -1.315 1.060 -0.734
H 1.955 0.896 0.236
H 0.501 -0.091 2.060
*
```


12.
C5H8N2 | ωB97M-V with the def2-TZVPD basis set

The SMILES is Cc1c[nH]c(N)c1. Its HOMO energy is -7.52 eV. Its total energy is -304.743697 Eh. The orbital gap is 8.3 eV. The value obtained for the energy above the lowest of the compared OMol25 structures with the same formula, charge and spin is 241.0 kJ/mol.

ORCA input file:
```
! RIJCOSX wB97M-V def2-TZVPD def2/J DEFGRID3
* xyz 0 1
C -0.276 -1.064 -0.561
H -2.317 -1.161 -0.069
N -2.105 1.058 0.405
C 0.732 -0.290 0.011
H 0.629 1.183 1.683
H 2.670 0.633 -0.001
H -1.666 0.937 -0.552
C 0.165 0.399 1.092
H -1.883 2.005 0.694
N -1.371 -1.003 0.251
H 2.071 0.144 -1.592
C 2.115 -0.144 -0.535
H -0.222 -1.735 -1.403
C -1.207 0.122 1.039
H 2.666 -1.085 -0.462
*
```


Repeat the eleventh record exactly.
C5H8N2 | ωB97M-V with the def2-TZVPD basis set

Its HOMO energy (spin up / spin down) is -7.16 / -7.16 eV. Its total energy is -304.677398 Eh. The orbital gap (spin up / spin down) is 7.4 / 7.4 eV. The value obtained for the energy above the lowest of the compared OMol25 structures with the same formula, charge and spin is 415.1 kJ/mol.

ORCA input file:
```
! RIJCOSX wB97M-V def2-TZVPD def2/J DEFGRID3
* xyz 0 1
H -2.269 0.684 -0.351
H -0.556 -2.178 0.446
H 1.399 0.730 -1.470
H -1.321 2.154 -0.656
C -0.154 0.528 0.031
C 1.309 -1.210 -0.232
C -0.281 -0.204 1.303
H -1.283 -0.243 1.733
H -1.233 0.810 -1.795
C 1.225 0.439 -0.436
N -0.069 -1.286 0.331
N 2.092 -2.088 -0.466
C -1.315 1.060 -0.734
H 1.955 0.896 0.236
H 0.501 -0.091 2.060
*
```


Repeat the ninth record exactly.
C5H8N2 | ωB97M-V with the def2-TZVPD basis set

Its HOMO energy is -9.09 eV. Its total energy is -304.695043 Eh. The orbital gap is 10.1 eV. The value obtained for the energy above the lowest of the compared OMol25 structures with the same formula, charge and spin is 368.8 kJ/mol.

ORCA input file:
```
! RIJCOSX wB97M-V def2-TZVPD def2/J DEFGRID3
* xyz 0 1
C -0.236 0.346 1.219
H -0.167 2.347 -0.468
H -0.354 1.404 1.317
H -0.210 -0.278 2.165
H 1.737 0.601 0.064
C -0.171 1.301 -0.697
C 0.634 -1.049 -0.626
H -0.086 1.124 -1.710
H -2.244 0.094 0.378
C 0.727 0.363 -0.060
N 1.457 -2.027 -0.520
H 2.290 -1.636 -0.285
H -1.379 -1.765 -0.224
C -1.165 0.247 0.102
N -0.834 -1.071 -0.655
*
```